Below is an isolated molecule of C12H14BrP, with properties calculated with ωB97M-V/def2-TZVPD.

Geometry (Å):
1 H -2.22 -3.37 1.62
2 C -0.39 2.21 0.37
3 C -0.72 -1.25 -1.88
4 C 0.66 -0.82 0.37
5 P -0.99 -0.45 -0.24
6 H -0.06 4.41 0.92
7 H 1.96 -3.11 2.49
8 H 0.07 3.56 -3.17
9 C -0.17 3.54 0.10
10 C -0.56 1.81 -1.99
11 C 0.13 4.01 -1.14
12 H 0.24 -1.16 -2.38
13 H -0.81 1.04 -2.86
14 H -0.61 1.93 1.45
15 Br -0.91 -1.85 3.61
16 C 0.86 -1.73 1.33
17 C -0.36 -2.40 1.83
18 C -0.09 3.15 -2.19
19 H 2.99 -1.93 1.46
20 C -1.27 -3.19 1.25
21 H 1.47 -0.37 -0.16
22 H 2.10 -1.37 3.03
23 H -1.54 -0.95 -2.61
24 C 2.08 -2.06 2.08
25 C -0.59 1.31 -0.65
26 H -0.93 -3.66 0.36
27 H 0.53 5.03 -1.17
28 H -0.87 -2.34 -1.84

Summary:
Energy relative to the best compared isomer or geometry (same formula, charge and spin) (kcal per mole): 16.48
Largest force on an atom (eV/Å): 4.4
HOMO (eV): -8.47
Total energy (eV): -91999.7746
Orbital gap (eV): 9.10
SMILES string: C=C(Br)/C(C)=C\P(C)c1ccccc1